An isolated ion of composition C5H15N3 and charge +2, computed with the ωB97M-V functional and the def2-TZVPD basis.

Its LUMO energy (alpha / beta) is -7.0 / -12.7 eV. As for the expectation value of S²: 2.0079. The energy above the lowest of the compared OMol25 structures with the same formula, charge and spin is 49.2 kcal per mole. As for the total charge: +2. Its calculated total energy is -9873.9923 eV. Its gap between HOMO and LUMO (alpha / beta) is 7.60 / 7.50 eV. The max |F| is 0.1268 Eh/bohr. Its spin multiplicity is 3.

Positions of all 23 atoms, in Å:
C -1.5000 0.0179 0.0895
C -1.6739 1.4216 -0.4749
C 0.1344 -1.9816 0.2283
C 1.8755 0.2967 1.1279
C 1.5319 0.5162 -1.3676
N -2.5610 -0.6605 0.4480
N -0.1519 -0.4251 0.1845
N 0.9156 0.5261 -0.0100
H -1.1643 2.1496 0.2747
H -2.7836 1.7178 -0.6349
H -1.2338 1.5850 -1.3787
H -0.5913 -2.6020 -0.4957
H 0.1122 -2.3214 1.2859
H 1.1188 -2.2111 -0.2160
H 1.4011 0.5762 2.1134
H 2.3451 -0.7352 1.2022
H 2.6140 1.0038 1.0870
H 0.9223 -0.2405 -2.0696
H 1.6327 1.5652 -1.8312
H 2.5750 0.0191 -1.1481
H -3.5313 -0.2730 0.3332
H -2.4558 -1.4237 1.0236
H 0.4683 1.4789 0.2286